{
  "formula": "C93H204F8N13O16S8",
  "method": "wB97M-V/def2-TZVPD",
  "homo_energy_ev": -16.5,
  "e_above_lowest_kj_mol": 1025.5,
  "energy_ha": -9564.00546,
  "charge": 5,
  "max_force_ha_per_bohr": 0.259,
  "orbital_gap_ev": 9.07,
  "lumo_energy_ev": -7.42,
  "multiplicity": 1,
  "species": ["C", "C", "C", "C", "N", "C", "C", "C", "C", "C", "C", "C", "H", "H", "H", "H", "H", "H", "H", "H", "H", "H", "H", "H", "H", "H", "H", "H", "H", "H", "H", "H", "H", "H", "H", "H", "C", "C", "C", "C", "N", "C", "C", "C", "C", "C", "C", "C", "H", "H", "H", "H", "H", "H", "H", "H", "H", "H", "H", "H", "H", "H", "H", "H", "H", "H", "H", "H", "H", "H", "H", "H", "C", "C", "C", "C", "N", "C", "C", "C", "C", "C", "C", "C", "H", "H", "H", "H", "H", "H", "H", "H", "H", "H", "H", "H", "H", "H", "H", "H", "H", "H", "H", "H", "H", "H", "H", "H", "C", "C", "C", "C", "N", "C", "C", "C", "C", "C", "C", "C", "H", "H", "H", "H", "H", "H", "H", "H", "H", "H", "H", "H", "H", "H", "H", "H", "H", "H", "H", "H", "H", "H", "H", "H", "C", "C", "C", "C", "N", "C", "C", "C", "C", "C", "C", "C", "H", "H", "H", "H", "H", "H", "H", "H", "H", "H", "H", "H", "H", "H", "H", "H", "H", "H", "H", "H", "H", "H", "H", "H", "C", "C", "C", "C", "N", "C", "C", "C", "C", "C", "C", "C", "H", "H", "H", "H", "H", "H", "H", "H", "H", "H", "H", "H", "H", "H", "H", "H", "H", "H", "H", "H", "H", "H", "H", "H", "C", "C", "C", "N", "C", "C", "C", "C", "C", "C", "H", "H", "H", "H", "H", "H", "H", "H", "H", "H", "H", "H", "H", "H", "H", "H", "H", "H", "H", "H", "C", "C", "C", "N", "C", "C", "C", "C", "C", "C", "H", "H", "H", "H", "H", "H", "H", "H", "H", "H", "H", "H", "H", "H", "H", "H", "H", "H", "H", "H", "C", "C", "C", "N", "C", "C", "C", "C", "C", "C", "H", "H", "H", "H", "H", "H", "H", "H", "H", "H", "H", "H", "H", "H", "H", "H", "H", "H", "H", "H", "N", "S", "O", "O", "F", "S", "O", "O", "F", "N", "S", "O", "O", "F", "S", "O", "O", "F", "N", "S", "O", "O", "F", "S", "O", "O", "F", "N", "S", "O", "O", "F", "S", "O", "O", "F"],
  "xyz": [[-1.95033, 7.60138, 8.95477], [-0.94966, 6.70170, 9.60118], [-0.89616, 5.21258, 9.08997], [-0.36907, 5.04702, 7.72111], [0.19020, 3.71559, 7.20562], [0.40632, 3.84302, 5.71396], [-0.93922, 3.39926, 5.06364], [-1.80582, 2.82967, 6.16726], [-0.95556, 2.69356, 7.38093], [1.48583, 3.23220, 7.94208], [2.69578, 4.14545, 7.62977], [4.04533, 3.52499, 7.99556], [-1.54681, 7.88433, 7.98255], [-2.22497, 8.48154, 9.53614], [-2.86830, 7.09153, 8.66240], [-1.27330, 6.63636, 10.63997], [0.07614, 7.06949, 9.57711], [-1.92953, 4.90328, 8.93319], [-0.31064, 4.55190, 9.72933], [0.52244, 5.66033, 7.59003], [-1.14112, 5.32391, 7.00322], [1.05220, 2.98508, 5.52718], [0.87053, 4.73863, 5.30106], [-0.80429, 2.68970, 4.24730], [-1.33016, 4.27670, 4.54850], [-2.31936, 1.96117, 5.75483], [-2.65109, 3.50430, 6.30323], [-0.51986, 1.69468, 7.40297], [-1.58020, 2.82270, 8.26482], [1.65992, 2.20855, 7.61051], [1.26967, 3.17280, 9.00878], [2.66014, 5.06547, 8.21321], [2.76423, 4.31001, 6.55444], [4.10116, 3.37061, 9.07312], [4.87956, 4.04880, 7.52887], [4.19070, 2.52278, 7.59237], [-6.94722, -5.00722, 11.21898], [-6.11901, -5.50541, 9.98186], [-5.47865, -4.43790, 9.02770], [-4.61935, -4.89959, 7.83640], [-3.77257, -3.74827, 7.14883], [-3.06446, -4.41021, 5.92223], [-1.93977, -3.30158, 5.63707], [-1.57971, -2.64971, 6.97775], [-2.59109, -3.26153, 7.97946], [-4.71441, -2.61174, 6.75041], [-5.90533, -2.99115, 5.77427], [-6.77538, -1.72478, 5.51684], [-7.70303, -4.24642, 11.02398], [-6.24755, -4.58798, 11.94203], [-7.69464, -5.70106, 11.60375], [-6.78759, -6.18873, 9.45825], [-5.31314, -6.16750, 10.29858], [-4.77493, -3.81672, 9.58179], [-6.20681, -3.72963, 8.63244], [-5.22888, -5.44433, 7.11542], [-3.89432, -5.63070, 8.19404], [-3.76533, -4.72246, 5.14803], [-2.58281, -5.32688, 6.26257], [-2.22090, -2.63557, 4.82129], [-1.06730, -3.81330, 5.23081], [-1.62697, -1.58904, 6.73109], [-0.55364, -2.80690, 7.31026], [-3.03812, -2.51144, 8.63185], [-2.14283, -4.06678, 8.56147], [-4.11274, -1.77017, 6.40709], [-5.13295, -2.25045, 7.68977], [-6.48147, -3.70344, 6.36487], [-5.71334, -3.50136, 4.83039], [-6.20843, -1.10754, 4.81993], [-7.01793, -1.25006, 6.46758], [-7.67100, -2.09226, 5.01592], [10.05309, 2.47458, 3.19062], [8.79540, 1.54000, 3.18820], [8.51034, 0.96557, 1.77841], [7.33850, 0.04356, 1.70431], [7.30869, -0.82050, 0.40681], [6.08168, -1.76037, 0.41655], [6.56600, -3.24330, 0.26139], [7.92849, -3.07404, -0.34320], [8.43956, -1.80987, 0.33657], [7.27352, 0.15760, -0.84881], [5.97802, 1.10806, -0.90060], [5.92614, 1.91227, -2.22110], [10.31810, 2.69453, 4.22478], [9.61791, 3.37821, 2.76382], [10.92592, 2.18304, 2.60644], [7.97811, 2.11901, 3.61818], [8.92236, 0.77575, 3.95495], [9.45240, 0.54012, 1.43258], [8.30133, 1.85169, 1.17907], [6.35827, 0.46671, 1.92387], [7.47723, -0.76936, 2.41707], [5.41334, -1.46175, -0.39107], [5.55771, -1.55753, 1.35057], [5.87142, -3.82731, -0.34243], [6.57707, -3.84341, 1.17125], [7.81613, -2.86632, -1.40731], [8.71865, -3.79664, -0.13923], [9.20758, -1.28928, -0.23546], [8.78201, -2.13064, 1.32041], [7.28125, -0.55198, -1.67617], [8.16198, 0.78902, -0.84113], [6.07480, 1.78048, -0.04819], [5.07237, 0.53876, -0.69135], [5.59228, 1.27531, -3.04019], [6.89496, 2.37173, -2.41703], [5.31824, 2.81297, -2.30650], [-4.58043, -0.03448, 2.66457], [-3.18436, 0.44044, 3.08101], [-2.08730, -0.26636, 2.25002], [-1.27330, 0.73101, 1.47229], [-0.18579, 0.10314, 0.53577], [0.40389, -1.24590, 0.95460], [1.88316, -1.22511, 0.56169], [2.21470, 0.13495, 0.06068], [1.11031, 1.02456, 0.51547], [-0.71006, -0.17366, -0.92290], [-1.41855, 1.05074, -1.62562], [-1.77958, 0.75721, -3.06849], [-4.70809, 0.23234, 1.61547], [-5.38569, 0.39922, 3.25750], [-4.77842, -1.10584, 2.69761], [-3.10859, 0.12412, 4.12134], [-3.11228, 1.52725, 3.12266], [-2.59857, -1.05463, 1.69745], [-1.39044, -0.66720, 2.98610], [-0.79648, 1.45440, 2.13369], [-1.85779, 1.44574, 0.89295], [-0.17638, -2.13005, 0.69065], [0.44224, -1.19866, 2.04290], [2.07409, -2.04246, -0.13371], [2.52165, -1.38948, 1.42969], [2.23925, 0.14566, -1.02899], [3.11508, 0.61181, 0.44800], [0.82214, 1.84848, -0.13738], [1.23213, 1.24517, 1.57594], [-1.44206, -0.98101, -0.90115], [0.13382, -0.57312, -1.48539], [-0.87425, 1.99507, -1.63471], [-2.35699, 1.29709, -1.12889], [-2.50414, 1.51318, -3.37119], [-2.12022, -0.24858, -3.31438], [-0.87837, 0.90306, -3.66401], [-3.55233, 0.69059, -7.37657], [-2.41122, -0.19037, -6.83447], [-2.84568, -1.72096, -6.67911], [-3.41614, -2.24706, -7.95316], [-3.61820, -3.79306, -8.03902], [-2.29169, -4.55851, -8.02280], [-1.73021, -4.63832, -9.48958], [-2.91837, -4.39889, -10.35273], [-4.14665, -4.13124, -9.41807], [-4.56935, -4.26295, -6.88236], [-5.83622, -3.47017, -6.83470], [-6.81867, -4.15869, -5.92602], [-4.43807, 0.49708, -6.77149], [-3.70034, 0.73546, -8.45555], [-3.26496, 1.69782, -7.07492], [-2.06249, 0.23688, -5.89429], [-1.53029, -0.07757, -7.46640], [-3.44198, -1.82707, -5.77287], [-2.04658, -2.38632, -6.35225], [-2.69740, -2.12038, -8.76277], [-4.41438, -1.84457, -8.12526], [-2.54008, -5.51565, -7.56423], [-1.59284, -4.00006, -7.40002], [-1.19402, -5.57553, -9.63874], [-0.96787, -3.87348, -9.63774], [-3.11456, -5.34416, -10.85877], [-2.80372, -3.55667, -11.03509], [-4.63537, -5.10191, -9.33406], [-4.85314, -3.40074, -9.81222], [-3.98381, -4.10395, -5.97685], [-4.65294, -5.34664, -6.96445], [-6.10668, -3.46400, -7.89060], [-5.67307, -2.43259, -6.54332], [-6.38747, -4.29073, -4.93368], [-7.09666, -5.11744, -6.36376], [-7.75815, -3.60607, -5.91683], [-5.77351, 8.60341, -2.08009], [-7.21219, 8.57467, -1.57929], [-7.81662, 7.15327, -1.39737], [-7.18979, 6.24951, -0.34237], [-8.02792, 5.00041, 0.01194], [-9.53325, 5.30952, 0.17693], [-10.17478, 4.20056, 0.96827], [-9.06110, 3.71381, 1.90354], [-7.77533, 4.48891, 1.48992], [-7.78245, 3.85648, -1.06651], [-6.34099, 3.25721, -1.07839], [-6.38354, 1.75057, -1.03702], [-5.24308, 9.50764, -1.78160], [-5.80834, 8.59584, -3.16951], [-5.19498, 7.79137, -1.63965], [-7.76131, 9.15581, -2.32013], [-7.35288, 9.13874, -0.65727], [-7.70721, 6.67201, -2.36924], [-8.87265, 7.29831, -1.16964], [-6.93099, 6.77290, 0.57805], [-6.24548, 5.79867, -0.64754], [-10.10038, 5.55068, -0.72213], [-9.66358, 6.16418, 0.84076], [-10.41977, 3.39223, 0.27928], [-11.13014, 4.41640, 1.44659], [-8.73730, 2.69534, 1.68912], [-9.25959, 3.90471, 2.95817], [-6.85485, 3.91170, 1.57743], [-7.79965, 5.41226, 2.06865], [-8.14889, 4.25975, -2.01054], [-8.45715, 3.07171, -0.72446], [-5.85685, 3.57970, -0.15659], [-5.73528, 3.67839, -1.88077], [-5.45175, 1.23677, -0.80060], [-6.76271, 1.47387, -2.02077], [-7.08537, 1.36366, -0.29822], [5.29066, 5.09454, 4.64868], [4.49640, 4.78122, 3.33063], [2.94498, 4.69723, 3.33911], [2.24034, 4.82197, 1.96963], [2.27651, 6.32666, 1.49458], [1.89018, 6.46801, 0.01103], [2.53956, 5.50117, -0.96574], [2.40345, 4.05131, -0.44268], [2.94943, 3.84215, 0.97366], [0.70341, 4.44165, 2.07569], [6.35734, 5.09312, 4.42444], [5.02732, 4.38644, 5.43440], [5.19895, 6.16049, 4.85710], [4.81452, 3.79823, 2.98330], [4.86784, 5.44229, 2.54761], [2.49420, 5.46226, 3.97127], [2.58842, 3.71221, 3.64026], [3.31362, 6.66142, 1.51538], [1.65841, 6.87639, 2.20441], [2.02663, 7.49583, -0.32521], [0.82574, 6.30038, -0.15320], [3.52980, 5.84325, -1.26660], [2.00534, 5.64769, -1.90448], [2.92535, 3.42514, -1.16630], [1.36164, 3.73476, -0.49298], [3.99351, 4.14893, 0.91140], [2.91329, 2.79857, 1.28631], [0.26800, 5.11787, 2.81138], [0.79113, 3.42862, 2.46835], [0.11489, 4.40767, 1.15885], [-0.30668, -2.89382, -3.43579], [-0.29557, -4.20203, -4.18068], [1.11565, -4.82133, -4.50061], [1.06051, -6.15586, -5.32313], [0.44666, -6.06354, -6.71448], [0.87125, -7.17604, -7.71016], [2.26714, -7.75074, -7.52905], [2.71834, -7.91160, -6.03490], [2.59241, -6.60048, -5.30490], [0.25564, -7.33413, -4.61757], [0.35028, -2.87612, -2.56620], [-1.31385, -2.56767, -3.17634], [0.01943, -2.09528, -4.10219], [-0.96279, -4.09416, -5.03584], [-0.75673, -4.93233, -3.51579], [1.75610, -4.93780, -3.62633], [1.60256, -4.18728, -5.24155], [0.76546, -5.17450, -7.25861], [-0.63098, -6.13474, -6.56712], [0.70544, -6.77052, -8.70824], [0.11088, -7.94702, -7.58555], [2.95840, -7.20462, -8.17094], [2.23141, -8.74832, -7.96685], [3.78640, -8.12500, -5.99236], [2.18837, -8.75848, -5.59898], [3.15095, -5.86868, -5.88852], [2.83328, -6.80100, -4.26093], [0.78284, -7.53755, -3.68549], [0.29116, -8.19591, -5.28402], [-0.71750, -6.89081, -4.40643], [4.13145, -2.86698, -2.78147], [5.24248, -2.52648, -3.73636], [5.54254, -3.64951, -4.79990], [6.67949, -3.24748, -5.78286], [6.64790, -4.27739, -6.96458], [7.75395, -3.98469, -8.01189], [7.41217, -2.67936, -8.68145], [7.42053, -1.55337, -7.66679], [6.53176, -1.86188, -6.37039], [8.03418, -3.44707, -5.03025], [4.52029, -3.48908, -1.97530], [3.30776, -3.35968, -3.29808], [3.57751, -2.05998, -2.30188], [6.10878, -2.08350, -3.24504], [4.86987, -1.68760, -4.32419], [4.71696, -4.03384, -5.39891], [5.88600, -4.53686, -4.26816], [5.64144, -4.36123, -7.37460], [6.81505, -5.26611, -6.53727], [7.74439, -4.84038, -8.68702], [8.71817, -4.00580, -7.50401], [6.50667, -2.72520, -9.28649], [8.21514, -2.38309, -9.35640], [7.32189, -0.52118, -8.00290], [8.47401, -1.58001, -7.38827], [5.53146, -1.59577, -6.71197], [6.77115, -1.18966, -5.54643], [8.03636, -2.78860, -4.16162], [8.88729, -3.22375, -5.67091], [8.17760, -4.50188, -4.79592], [1.59695, 2.22094, -3.40542], [2.09170, 1.45238, -4.59048], [3.14876, 2.05280, -5.43561], [1.04745, 0.62684, -5.20832], [3.02745, 0.43054, -3.77979], [0.99720, 3.48703, -4.21665], [-0.12825, 3.25635, -5.12218], [1.96275, 4.51916, -4.54507], [0.19648, 4.32489, -3.06997], [1.56383, 0.89490, 3.96056], [3.03501, 0.49875, 4.19106], [3.42632, -0.86198, 3.79781], [3.67761, 1.28984, 5.22325], [3.50932, 1.25359, 2.84929], [0.93918, -0.18063, 5.02364], [1.30784, -0.04292, 6.40673], [0.77673, -1.55907, 4.54482], [-0.55958, 0.37546, 5.12184], [-3.85723, 5.63207, 0.25236], [-3.63341, 4.84365, 1.51409], [-2.36451, 5.18247, 2.19446], [-4.06099, 3.48150, 1.45396], [-4.74482, 5.53858, 2.40575], [-2.37646, 5.10193, -0.50562], [-1.83654, 3.79648, -0.26566], [-1.47196, 6.18053, -0.80886], [-2.98762, 4.88826, -1.98527], [1.82160, -7.08964, -1.40547], [3.24945, -7.11847, -1.28197], [3.90914, -7.69445, -0.10952], [3.98550, -6.14452, -2.08776], [3.24168, -8.31209, -2.35805], [1.70977, -5.56719, -0.55501], [2.22974, -4.36419, -1.22004], [1.67606, -5.55882, 0.91400], [0.15919, -5.35773, -1.02247]],
  "forces_ev_per_a": [[-0.08, 0.09, -1.80], [0.28, -1.68, 0.99], [-0.93, 0.09, 0.09], [2.03, 1.06, -1.81], [-1.06, -0.03, 1.60], [-0.53, -2.92, -0.27], [0.77, 1.53, -0.77], [-1.48, 0.96, -1.54], [0.52, -1.04, -0.29], [-0.14, 0.74, -0.54], [0.21, -0.66, 0.16], [-0.22, -1.28, 0.04], [-0.04, 0.67, -0.08], [0.28, -0.10, -0.06], [-0.21, -0.24, 0.47], [0.48, -0.24, 0.22], [-0.08, 0.38, 0.09], [-0.24, -0.43, 1.16], [-0.41, 0.17, 0.60], [-0.21, 0.59, -0.22], [0.27, 0.13, -0.26], [0.62, 0.26, -0.18], [-0.33, 0.16, 0.84], [0.47, -0.15, 0.22], [-0.66, -0.03, 0.22], [0.43, -0.53, 0.66], [0.09, 0.28, 0.45], [0.29, 0.10, 0.14], [0.76, 0.39, 0.28], [-0.04, 0.05, -0.30], [-0.13, 0.22, -0.04], [-0.40, 0.26, -0.44], [-0.38, 0.43, 0.00], [0.53, 0.50, 0.02], [-0.09, 0.54, 0.73], [-0.48, -0.23, -0.23], [0.34, 0.80, -0.83], [-0.54, -0.26, -0.32], [0.20, 0.73, 0.09], [0.17, -0.33, 0.83], [-0.86, -2.53, -0.76], [1.06, 1.99, 0.84], [-0.11, -2.39, -0.97], [-0.57, -0.08, -0.65], [-0.82, 1.46, -0.29], [0.00, -0.29, -0.76], [0.16, 0.46, 1.70], [0.84, -1.50, -0.16], [0.52, 0.75, -0.79], [-0.40, -0.30, 0.42], [1.03, -0.93, 0.33], [0.03, 0.19, -0.60], [0.09, 0.10, 0.36], [-0.15, 0.10, 0.64], [-0.45, -0.18, 0.22], [0.18, 0.49, -0.50], [0.29, 0.15, -0.07], [-0.02, 0.64, 0.02], [-0.07, 0.13, 0.38], [-0.30, 0.33, 0.40], [-0.02, -0.14, -0.02], [-0.44, 0.25, 0.99], [-0.12, -0.34, -0.15], [0.36, -0.12, 0.35], [-0.32, -0.12, -0.20], [0.21, -0.21, -0.41], [-0.18, -0.17, -0.04], [-0.31, -0.05, -0.14], [0.72, 0.21, 0.08], [-0.28, 0.45, 0.26], [-0.06, 0.27, -0.29], [-0.14, 0.39, 0.10], [-1.75, 0.17, -0.02], [1.00, -0.41, 0.52], [0.11, 1.54, 0.63], [0.51, -2.37, 0.10], [-1.37, 1.12, -0.26], [-0.29, -0.13, 0.40], [-0.74, 0.11, 0.34], [0.63, 1.17, -0.25], [0.66, 0.61, -0.84], [-1.58, -0.50, 0.61], [1.13, -0.28, 0.43], [0.37, -0.21, -0.01], [0.20, -0.03, -0.16], [0.70, 0.44, -0.10], [-0.20, -0.33, 0.12], [-0.31, 0.16, -0.47], [0.16, -0.56, -0.32], [-0.17, -0.31, -0.16], [0.16, 0.05, -0.39], [0.06, 0.21, -0.49], [-0.11, 0.19, 0.51], [0.17, -0.11, -0.07], [-0.06, -0.23, -0.01], [0.03, 0.28, -0.35], [0.20, 0.60, 0.44], [0.25, -0.33, -0.22], [-0.51, -0.52, -0.34], [0.43, -0.37, 0.33], [-0.06, 0.71, 0.20], [0.09, 0.30, -0.25], [0.07, -0.36, 0.10], [0.07, 0.21, 0.04], [-0.02, -0.08, -0.38], [0.32, 0.01, -0.13], [0.37, -0.53, -0.24], [-0.68, -0.28, 0.80], [-0.22, 0.61, -0.73], [-0.70, -0.98, 0.76], [0.06, 0.61, 1.19], [0.39, 0.24, -1.30], [-0.01, -0.40, -1.19], [0.44, 1.05, 2.17], [0.34, -1.39, 0.28], [-0.05, 1.24, -1.59], [-2.59, -0.91, 0.14], [-0.62, 1.92, 0.14], [-0.02, -0.87, 0.65], [0.88, 0.27, -0.52], [-0.41, 0.19, -0.09], [0.10, 0.37, -0.10], [0.63, -0.24, 0.23], [0.47, -0.01, 0.22], [-0.06, 0.07, -0.48], [0.51, -0.02, -0.37], [-0.13, -0.69, -0.21], [0.59, -0.54, 0.38], [-0.23, -0.47, -0.57], [-0.07, 0.41, -0.43], [-0.42, -0.21, 0.09], [0.29, 0.19, -0.19], [-0.36, -0.45, 0.24], [0.30, 0.17, -0.14], [0.32, -0.52, -0.08], [0.37, 0.16, 0.33], [-0.04, 0.46, -0.15], [0.00, -0.02, 0.54], [0.18, 0.33, 0.01], [0.42, -0.22, 0.24], [0.09, -0.24, 0.46], [-0.06, -0.21, -0.25], [-0.37, -0.07, 0.38], [-0.09, 0.02, -0.30], [0.78, 0.52, 1.18], [-0.23, -1.02, -0.52], [1.18, 0.86, 1.08], [-0.23, -1.43, -0.30], [-0.14, 0.17, 0.29], [0.13, 0.66, -0.07], [0.53, 0.54, 2.01], [-1.48, 0.05, -0.30], [0.43, -0.97, -0.40], [2.26, 0.54, -0.06], [0.33, -0.24, -0.97], [-0.71, -0.09, -0.63], [-0.43, -0.13, -0.50], [-0.19, -0.48, 0.14], [-0.09, 0.22, -0.26], [-0.26, -0.39, 0.26], [0.00, -0.35, -0.25], [-1.01, 0.30, -0.36], [0.86, 0.35, -0.34], [-0.31, 0.72, -0.20], [0.37, 0.17, -0.54], [0.22, -0.09, -0.21], [-0.19, -0.26, 0.24], [-0.40, -0.15, -0.09], [-0.06, 0.16, 0.17], [-0.28, 0.48, -0.60], [0.16, -0.37, -0.19], [-0.37, 0.19, 0.28], [0.17, 0.05, 0.28], [0.18, 0.04, 0.10], [-0.47, 0.07, -0.39], [-1.03, 0.22, 0.07], [0.16, -0.08, 0.13], [-0.30, 0.00, 0.06], [0.18, -0.24, 0.27], [0.13, 0.12, 0.46], [0.05, 0.04, 0.44], [0.08, 0.04, 0.50], [0.03, 0.46, -0.59], [0.48, -0.57, 0.28], [-0.77, -0.44, 0.45], [-0.63, 0.72, 0.30], [0.43, -1.73, -0.69], [1.45, 0.00, -0.69], [-1.13, 1.00, -0.69], [-0.16, 0.37, 1.31], [-0.34, 1.31, 1.34], [-0.53, -0.39, -0.73], [-0.21, 0.14, -0.05], [0.45, -0.41, 0.05], [0.17, -0.21, -0.39], [-0.58, -0.40, 0.08], [0.22, -0.07, 0.23], [-0.35, -0.23, -0.11], [0.00, -0.10, -0.15], [-0.48, 0.05, 0.17], [0.07, 0.30, -0.25], [0.65, -0.22, -0.31], [0.80, 0.53, -0.31], [-0.09, -0.18, 0.01], [0.32, 0.57, 0.06], [-0.93, -0.41, 0.55], [0.07, -0.35, -0.09], [-0.05, 0.38, -0.07], [0.78, -0.02, -0.09], [0.17, 0.02, 0.07], [-0.14, 0.04, -0.24], [0.15, 0.23, -0.06], [-0.10, -0.22, -0.13], [0.25, 0.38, -0.37], [0.15, -0.77, 0.02], [-0.21, 0.23, 0.09], [-0.75, 0.51, -1.46], [0.35, -0.74, -0.31], [-0.48, 0.13, -0.35], [-0.32, 0.48, -1.13], [0.85, -1.21, -1.27], [-1.27, -0.10, 0.11], [-0.15, 0.29, 0.29], [0.12, 0.45, -0.59], [-0.17, 1.74, -1.04], [2.07, -0.44, 0.97], [0.03, -0.80, -0.08], [0.15, 0.43, 0.12], [-0.72, -0.12, 0.76], [0.15, -0.17, 0.10], [-0.27, 0.36, 0.06], [-0.01, 0.06, 0.02], [0.33, -0.04, 0.55], [0.07, -0.15, 0.67], [0.03, -0.05, -0.17], [0.27, 0.09, 0.31], [-0.27, 0.11, 0.48], [0.56, -0.55, 0.54], [-0.24, -0.49, 0.01], [0.15, -0.41, 0.26], [-0.13, 0.24, -0.13], [0.01, 0.01, 0.45], [-0.35, 0.36, 0.52], [-0.06, -0.08, -0.18], [-0.49, -0.07, 0.21], [0.56, 0.48, -0.14], [0.67, 1.10, -0.50], [0.35, -1.66, 0.80], [-1.82, 0.46, -1.84], [0.80, -1.21, 1.32], [1.09, 0.02, -0.31], [-1.01, -0.33, 1.25], [0.10, -0.71, 0.14], [0.16, 0.41, -1.76], [-2.27, -1.22, -0.67], [1.21, 2.01, -0.08], [-0.14, -0.19, 0.11], [-0.09, -0.45, 0.28], [0.35, 0.20, -0.06], [0.33, -0.24, -0.42], [-0.28, -0.13, 0.00], [-0.24, -0.30, 0.04], [0.31, 0.30, 0.23], [-0.20, 0.70, 0.89], [0.18, 0.48, -0.05], [0.20, -0.04, -0.01], [0.20, -0.40, -0.17], [0.35, 0.23, 0.42], [0.17, -0.03, -0.06], [-0.01, -0.38, -0.13], [0.19, 0.21, 0.27], [0.03, 0.36, 0.62], [0.27, 0.91, 0.02], [-0.12, -0.10, 0.01], [-0.44, 0.30, 0.19], [-0.05, -0.55, -0.18], [-0.23, -0.82, 0.60], [-0.95, 0.96, -2.10], [1.23, 0.60, 1.11], [0.12, -1.78, -0.67], [1.03, -0.33, 0.64], [-1.58, -0.49, 0.77], [0.46, 1.02, -0.97], [0.80, -1.15, 2.19], [0.98, 1.31, -0.94], [-0.56, 0.41, -0.90], [-0.47, -0.38, -0.18], [0.30, -0.51, 0.04], [0.62, 0.68, -0.14], [0.38, -0.64, 0.07], [-0.03, 0.24, -0.16], [-0.33, 0.82, 0.05], [0.34, -0.08, -0.08], [-0.02, 0.77, -0.12], [0.17, 0.08, 0.41], [0.04, 0.13, -0.18], [0.07, 0.21, -0.26], [-0.15, -0.23, 0.13], [-0.08, -0.31, -0.39], [-0.80, -0.24, -0.16], [0.17, 0.26, 0.63], [-0.45, -0.84, 0.52], [0.08, 0.17, -0.21], [-0.04, -0.25, -0.08], [-0.37, 0.49, -0.05], [-0.57, 0.09, 0.30], [-1.81, 3.19, 1.73], [3.80, -4.72, -5.43], [-2.80, -0.92, 1.38], [1.85, 0.79, 0.73], [-0.29, -0.78, 0.57], [-2.94, 6.30, -0.53], [2.28, -0.79, 1.20], [-0.53, -2.10, 0.17], [0.45, -1.48, 0.64], [-2.96, -1.77, 1.85], [6.04, 0.34, -2.17], [-0.73, 2.15, 1.82], [-0.59, -1.58, -0.90], [0.52, 0.64, -0.43], [-3.34, -2.93, 1.27], [0.74, 0.36, -0.84], [0.16, 2.76, 0.18], [0.05, 0.18, -0.93], [3.01, -0.20, -3.71], [0.51, -0.03, 5.23], [-1.74, -1.09, -0.59], [0.09, -0.71, 0.60], [0.02, -0.07, 0.05], [-0.39, 2.60, -4.99], [-0.17, 0.02, 1.06], [-0.63, -0.72, 1.65], [-0.47, -0.11, 0.99], [-8.10, 5.16, 2.90], [12.17, -5.13, -1.85], [-1.45, 1.79, -1.70], [-0.15, 0.02, 1.26], [0.98, -1.33, -0.43], [-4.36, 2.99, 1.16], [-0.04, -1.95, 0.99], [0.41, -0.65, -3.26], [0.28, -0.54, 0.59]]
}